(1)
This record from the Open Molecules 2025 dataset describes C5H7O3P in the gas phase in a non-equilibrium geometry. The level of theory is the ωB97M-V functional and the def2-TZVPD basis.

```
16
Properties=species:S:1:pos:R:3:forces:R:3:lowdin_charge:R:1
C -2.17561 1.14857 -0.62950 -0.8 1.4 -0.6 -0.035
C -0.82723 0.66612 -0.30373 -0.9 0.7 0.5 -0.261
C -0.17797 0.66757 0.85025 2.8 -0.8 -0.5 -0.034
P 1.50724 -0.08347 0.55862 -2.9 -0.5 -2.4 0.655
C 1.57463 -1.79050 1.14705 -2.3 0.4 -3.4 -0.145
O 2.70772 0.69897 0.67704 1.5 1.0 0.7 -0.278
O 1.13321 -0.30846 -1.17559 0.6 0.0 2.5 -0.080
C -0.09641 0.12633 -1.48134 0.9 -1.2 -0.5 -0.523
O -0.51851 0.00055 -2.59716 -0.4 0.4 0.2 0.136
H -2.38136 2.20248 -0.39317 0.8 0.1 -0.2 0.099
H -2.98098 0.74415 -0.05727 -0.4 -1.2 0.3 0.080
H -2.31132 1.01025 -1.70895 -0.4 0.0 0.4 0.087
H -0.29412 1.11505 1.81579 -0.9 0.1 0.2 0.088
H 2.12303 -2.15754 0.23197 -0.8 -0.4 0.8 0.069
H 2.28348 -1.89418 1.90934 0.3 -0.3 1.8 0.024
H 0.43421 -2.14587 1.15664 2.9 0.2 0.5 0.117
```
Forces are in eV/Å.

Summary:
- highest occupied orbital energy (eV) = -10.535
- relative energy (zero: lowest compared OMol25 entry of this formula, charge and spin) (eV) = 0.000

=====

(2)
This record from the Open Molecules 2025 dataset describes a molecular structure, C20H46MoP4Se in a non-equilibrium geometry. The level of theory is the ωB97M-V functional and the def2-TZVPD basis.

```
72
Properties=species:S:1:pos:R:3:forces:R:3:lowdin_charge:R:1
Mo -0.68110 -0.20638 -0.15968 1.4 -0.8 1.6 0.389
P -2.96496 -0.03635 0.26889 -3.2 0.2 0.1 0.677
P -0.39571 -2.69208 -0.07258 0.2 -2.1 0.1 0.663
P -0.32058 2.18175 -0.42740 0.2 2.5 -0.5 0.691
H 4.52930 -0.31970 1.39049 -0.4 0.2 0.3 0.128
C 3.99817 0.64716 1.38220 -1.6 -0.2 -0.4 -0.057
C 3.81512 1.26364 2.69556 1.6 -0.5 -1.5 0.296
H 3.91729 0.66789 3.60060 -0.4 0.1 0.2 0.132
C -3.94191 0.45037 -1.20695 0.3 0.0 -0.3 -0.219
C -3.81014 -1.58346 0.77508 0.5 -0.3 0.1 -0.205
C -3.58955 1.16942 1.50593 0.4 0.2 0.1 -0.211
C 1.34023 -3.04673 -0.55002 0.0 0.2 0.0 -0.231
C -0.66062 -3.76369 1.39431 0.0 0.3 0.1 -0.223
C -1.31659 -3.66027 -1.33785 0.0 0.2 0.0 -0.241
C 1.46948 2.54261 -0.52364 0.2 -0.2 0.0 -0.223
C -0.93677 3.48875 0.70251 -0.2 -0.1 0.2 -0.216
C -0.90443 2.83182 -2.04563 0.0 -0.1 0.0 -0.228
H 4.45010 1.32075 0.63517 -0.4 0.1 0.3 0.124
H 3.81298 2.34921 2.77715 -0.4 0.1 0.2 0.135
H -4.97425 0.10391 -1.05684 0.2 0.2 -0.1 0.084
H -3.53580 -0.00115 -2.12131 -0.3 0.1 0.2 0.022
H -3.93858 1.54280 -1.31509 0.0 -0.3 0.0 0.059
H -4.89253 -1.39485 0.73761 0.3 0.0 0.0 0.086
H -3.52874 -1.86533 1.79809 -0.1 0.1 -0.2 0.051
H -3.56584 -2.41122 0.09716 -0.2 0.2 0.2 0.037
H -4.53266 0.78584 1.92081 0.2 0.1 -0.1 0.090
H -3.78747 2.12943 1.01302 0.0 -0.2 0.1 0.062
H -2.88212 1.33009 2.32751 -0.3 0.0 -0.1 0.029
H 1.53007 -4.11961 -0.40112 0.0 0.3 -0.1 0.088
H 2.05450 -2.46845 0.04839 -0.1 -0.2 -0.1 0.027
H 1.49021 -2.79742 -1.60815 0.0 -0.1 0.2 0.049
H -0.44036 -4.79724 1.09216 -0.1 0.3 0.1 0.083
H -1.70587 -3.70840 1.72402 0.2 -0.1 -0.1 0.055
H -0.00537 -3.49121 2.22799 -0.2 -0.1 -0.1 0.036
H -1.05775 -4.72094 -1.20597 -0.1 0.3 -0.1 0.084
H -1.03760 -3.34387 -2.35124 0.0 -0.1 0.2 0.034
H -2.39995 -3.54238 -1.22079 0.2 -0.1 -0.1 0.049
H 1.60760 3.59822 -0.79585 0.0 -0.2 0.1 0.091
H 1.94582 1.91067 -1.28382 -0.1 0.2 0.1 0.029
H 1.95232 2.35512 0.44417 -0.2 0.2 -0.2 0.013
H -1.17080 4.37890 0.10246 0.1 -0.2 0.2 0.079
H -0.16907 3.75533 1.43827 -0.2 0.0 -0.2 0.056
H -1.84826 3.17266 1.22242 0.3 0.2 -0.1 0.028
H -0.71179 3.91389 -2.05382 -0.1 -0.3 -0.1 0.079
H -1.97844 2.65529 -2.17941 0.2 0.1 0.1 0.053
H -0.36333 2.35432 -2.87308 -0.1 0.1 0.2 0.034
C 0.96682 -0.04140 -3.36503 -0.4 -0.2 0.1 -0.466
C 2.23126 -0.11113 -2.78494 0.4 0.1 0.3 -0.160
C 3.34472 0.33817 -3.51532 -0.5 -0.2 0.2 -0.036
C 3.17946 0.81621 -4.81992 -0.2 0.0 0.0 0.001
C 1.90523 0.84777 -5.40501 0.1 -0.1 0.4 -0.001
C 0.79365 0.40924 -4.67863 -0.5 -0.1 0.1 -0.097
Se -0.74089 -0.55448 -2.37224 1.1 0.5 -3.8 0.860
H 2.85731 0.41061 0.96288 2.5 0.6 1.0 0.159
H 2.35738 -0.50950 -1.77418 0.1 0.1 -0.3 0.078
H 4.33838 0.30638 -3.06188 -0.3 -0.1 -0.2 0.127
H 4.04774 1.16011 -5.38503 -0.3 -0.1 0.1 0.140
H 1.77762 1.21257 -6.42408 0.0 -0.1 0.3 0.141
H -0.20685 0.42001 -5.11276 0.3 0.0 -0.1 0.123
C -1.26207 -0.87769 3.43204 -0.1 0.0 -0.1 -0.219
P 0.04302 -0.25636 2.29242 -0.1 0.0 1.3 0.736
C 0.49115 1.32258 3.09949 -0.3 0.1 0.1 -0.212
C 1.48101 -1.28106 2.79247 0.2 -0.2 -0.2 -0.227
H -2.18144 -0.28722 3.34261 0.3 -0.2 0.1 0.035
H -0.87698 -0.78306 4.45747 -0.1 -0.1 -0.2 0.082
H -1.49450 -1.93109 3.23465 0.1 0.3 0.0 0.041
H 0.27071 1.23686 4.17247 0.2 0.1 -0.2 0.087
H 1.56734 1.51664 2.97367 -0.2 0.1 0.0 0.011
H -0.08405 2.15747 2.68699 0.2 -0.2 0.2 0.022
H 1.29197 -1.68917 3.79497 0.1 0.1 -0.2 0.090
H 1.65706 -2.10921 2.09763 0.1 0.2 0.3 0.021
H 2.38072 -0.65242 2.82757 -0.4 -0.5 0.1 -0.003
```
Forces are in eV/Å.

Summary:
- highest occupied orbital energy (alpha / beta) (eV) = -20.010 / -20.011
- spin multiplicity = 3
- net charge = +4
- <S²> = 2.25

=====

(3)
This record from the Open Molecules 2025 dataset describes a molecular structure, C18H18AuBr2N3SSi in a non-equilibrium geometry. The level of theory is the ωB97M-V functional and the def2-TZVPD basis.

```
44
Properties=species:S:1:pos:R:3:forces:R:3:lowdin_charge:R:1
Au -0.15620 0.27090 -0.30910 -0.2 0.3 -0.9 0.864
Br -1.16450 -5.91800 -3.05870 0.1 0.5 0.2 0.876
C -0.89270 -4.24070 -2.24300 -0.1 -0.1 0.0 -0.631
C -1.92560 -3.62280 -1.54090 0.4 0.0 -0.2 -0.054
C -1.67350 -2.38800 -0.97310 -0.5 -0.3 0.0 -0.093
N -0.49410 -1.79130 -1.05660 0.3 0.9 0.3 -0.024
C 0.52070 -2.37240 -1.71350 -0.2 -0.6 -0.3 -0.190
C 0.34560 -3.60600 -2.33330 -0.2 0.2 0.2 -0.016
C 1.79510 -1.63780 -1.71420 0.5 0.0 -0.2 -0.190
C 2.94960 -2.10170 -2.33280 0.0 0.2 0.1 -0.017
C 4.11910 -1.34740 -2.24320 0.1 0.0 0.0 -0.631
Br 5.70750 -1.95080 -3.05900 -0.5 0.2 0.2 0.876
C 4.09910 -0.14380 -1.54050 0.0 -0.3 -0.2 -0.055
C 2.90630 0.25460 -0.97380 0.4 0.3 0.1 -0.095
N 1.79830 -0.46750 -1.05640 -0.9 0.1 0.2 -0.024
H -2.89430 -4.08240 -1.44940 -0.1 0.0 0.0 0.121
H -2.44570 -1.86050 -0.43420 -0.1 0.0 0.0 0.123
H 1.14120 -4.07630 -2.88730 0.1 0.0 0.0 0.114
H 2.95960 -3.02680 -2.88750 0.0 -0.1 0.0 0.115
H 4.98320 0.46540 -1.44960 0.1 0.1 0.0 0.122
H 2.83440 1.18800 -0.43410 0.1 0.0 0.0 0.123
C -1.27500 5.57130 3.50040 -1.0 -0.6 0.0 -0.151
Si -2.50300 4.33550 2.70300 -0.5 1.0 0.4 0.610
C -4.18740 3.88990 3.50040 1.0 0.5 0.0 -0.151
C -2.91120 5.04240 0.97830 0.6 -1.0 0.5 -0.202
C -1.54450 2.67500 2.98480 -0.6 1.1 -1.4 -0.202
C -1.26520 2.19140 4.25540 0.2 -0.4 0.7 -0.022
C -0.57820 1.00150 4.44260 -0.5 0.9 0.2 0.037
C -0.17350 0.30060 3.31050 0.1 -0.1 -0.7 -0.069
N -0.43860 0.75980 2.10820 0.8 -1.4 -0.1 -0.049
C -1.09650 1.89900 1.91870 -0.1 0.2 0.0 -0.717
S -1.31030 2.26920 0.23640 1.0 -1.6 0.4 0.909
H -1.71820 6.56210 3.49480 -0.1 0.2 0.1 0.040
H -0.33630 5.62800 2.95680 0.1 -0.1 -0.2 0.040
H -1.05930 5.29630 4.52720 0.1 0.1 0.2 0.028
H -4.82380 4.76910 3.49470 -0.1 0.2 0.1 0.040
H -4.05700 3.56560 4.52720 -0.1 -0.1 0.2 0.028
H -4.70580 3.10530 2.95670 0.1 -0.1 -0.2 0.040
H -3.45120 5.97790 1.09270 -0.1 0.1 0.3 0.050
H -3.53560 4.35890 0.41150 -0.2 0.0 -0.2 0.019
H -2.00710 5.24130 0.41140 0.1 0.1 -0.2 0.019
H -1.59040 2.75460 5.11570 0.0 0.1 0.2 0.126
H -0.36000 0.62380 5.42700 0.0 0.0 0.2 0.132
H 0.36610 -0.63370 3.37430 0.0 -0.1 0.0 0.133
```
Forces are in eV/Å.

Summary:
- highest occupied orbital energy (alpha / beta) (eV) = -15.349 / -15.350
- net charge = +2
- relative energy (zero: lowest compared OMol25 entry of this formula, charge and spin) (eV) = 2.298

=====

(4)
This record from the Open Molecules 2025 dataset describes C3H4ClNS in the gas phase in a non-equilibrium geometry. The level of theory is the ωB97M-V functional and the def2-TZVPD basis.

```
10
Properties=species:S:1:pos:R:3:forces:R:3:lowdin_charge:R:1
C -1.29779 -0.49881 -0.69408 3.4 -4.1 2.6 -0.394
C 1.14586 -0.64742 0.39082 -2.9 1.7 0.6 -0.421
C -0.75111 1.48920 0.56593 0.9 -1.4 1.1 -0.607
N -1.01496 0.66514 -0.28863 -1.7 3.1 -0.9 -0.181
S -0.16696 -1.83433 -0.06202 -1.6 1.4 -0.2 0.796
Cl 0.34832 2.66277 0.18285 0.9 2.8 0.1 0.676
H -2.08841 -0.68647 -1.26643 -2.8 -1.0 -2.6 0.021
H 1.06678 0.04450 -0.45976 0.9 -0.2 0.4 0.005
H 2.01330 -1.25755 0.29039 1.0 0.1 1.0 0.009
H 0.74497 0.06298 1.34093 1.9 -2.4 -2.0 0.095
```
Forces are in eV/Å.

Summary:
- highest occupied orbital energy (alpha / beta) (eV) = -5.961 / -9.347
- spin multiplicity = 3
- relative energy (zero: lowest compared OMol25 entry of this formula, charge and spin) (eV) = 2.868
- <S²> = 2.02